Record 1
17
Properties=species:S:1:pos:R:3 method="wB97M-V/def2-TZVPD" charge=0 e_lumo_ev=0.947 total_energy_ha=-360.0411 homo_lumo_gap_ev=10.2 spin_multiplicity=1 de_lowest_kcal_mol=97.97 homo_energy_ev=-9.27
C -1.199 1.101 -0.005
C 0.871 0.708 -0.216
C 2.129 0.089 0.373
C 1.480 -1.236 -0.256
C 0.150 -0.528 0.119
H -2.299 -1.789 -0.497
H -1.939 -1.393 1.083
H -2.178 1.694 0.304
H 1.122 0.790 -1.307
H 3.053 0.406 -0.081
H 2.214 -0.044 1.499
H 1.626 -1.240 -1.340
H 1.814 -2.226 0.132
H 0.182 -0.564 1.286
N -2.180 -0.982 0.190
N -1.151 -0.259 -0.390
N -0.124 1.750 0.034

=====

Record 2
17
Properties=species:S:1:pos:R:3 method="wB97M-V/def2-TZVPD" charge=0 e_lumo_ev=0.190 total_energy_ha=-360.0858 homo_lumo_gap_ev=8.2 spin_multiplicity=1 de_lowest_kcal_mol=69.97 smiles="[H]/N=C(/N)[C@H](C)C=C=N" homo_energy_ev=-8.02
C 1.418 -0.943 -1.061
C 0.403 0.569 0.750
C -1.931 0.034 -0.173
N 0.632 1.740 0.085
C -1.082 -0.882 -0.580
C 0.303 -0.855 -0.028
N 0.474 0.580 2.040
N -2.858 0.670 0.207
H 0.121 1.881 -0.777
H 0.643 2.544 0.704
H 0.284 -0.348 2.427
H -2.587 1.363 0.915
H -1.419 -1.717 -1.186
H 0.422 -1.674 0.693
H 1.069 -1.366 -2.010
H 1.897 0.007 -1.312
H 2.212 -1.603 -0.693

=====

Record 3
17
Properties=species:S:1:pos:R:3 method="wB97M-V/def2-TZVPD" charge=0 e_lumo_ev="0.390 / 0.390" total_energy_ha=-360.0659 homo_lumo_gap_ev="8.6 / 8.6" spin_multiplicity=1 de_lowest_kcal_mol=82.45 homo_energy_ev="-8.26 / -8.26"
C -0.757 1.148 1.399
C 0.520 -1.348 -0.704
C 0.636 0.116 -0.534
C -0.747 0.458 0.043
N -0.847 -1.607 -0.388
C 1.781 0.801 -0.494
N 1.355 -2.309 -0.737
N -1.742 0.682 -0.814
H -0.985 -2.404 0.227
H -1.665 -1.381 -0.952
H 2.312 -1.969 -0.632
H -2.128 1.620 -0.708
H -1.758 1.096 1.834
H 0.014 0.766 2.073
H -0.550 2.210 1.239
H 2.702 0.370 -0.873
H 1.860 1.752 0.019

=====

Record 4
17
Properties=species:S:1:pos:R:3 method="wB97M-V/def2-TZVPD" charge=0 e_lumo_ev=0.804 total_energy_ha=-360.0444 homo_lumo_gap_ev=9.8 spin_multiplicity=1 de_lowest_kcal_mol=95.96 smiles=C[C@@H](N)c1cn[nH]c1 homo_energy_ev=-9.03
C 1.414 1.336 -0.213
C 1.194 -0.245 -0.328
C -0.308 -0.351 -0.039
C -1.344 -1.266 -0.278
C -1.175 0.739 0.190
H 2.448 1.698 -0.465
H 0.685 1.827 -0.951
H 1.207 1.619 0.943
H 1.457 -0.694 -1.374
H 1.426 -1.337 1.552
H 1.943 -2.200 -0.126
H -1.346 -2.353 -0.565
H -3.475 0.897 0.500
H -1.075 1.834 0.588
N 2.061 -1.185 0.479
N -2.607 -0.831 -0.089
N -2.505 0.512 0.176

=====

Record 5
17
Properties=species:S:1:pos:R:3 method="wB97M-V/def2-TZVPD" charge=0 e_lumo_ev=0.081 total_energy_ha=-359.9019 homo_lumo_gap_ev=8.5 spin_multiplicity=1 de_lowest_kcal_mol=185.36 homo_energy_ev=-8.38
C 1.803 -0.613 -0.006
C 0.388 -0.246 -0.441
C 0.099 1.069 -0.060
C -2.042 0.178 0.057
C -0.879 -1.007 0.047
H 3.135 0.457 -1.002
H 1.945 1.571 0.368
H 1.719 -0.919 1.154
H 2.169 -1.675 -0.636
H 0.731 1.886 -0.367
H -1.831 2.341 -0.175
H -3.371 -1.099 0.074
H -1.169 -2.190 -0.471
H -1.041 -1.385 1.283
N 2.827 0.362 0.178
N -1.256 1.404 0.109
N -3.226 -0.136 -0.112

=====

Record 6
17
Properties=species:S:1:pos:R:3 method="wB97M-V/def2-TZVPD" charge=0 e_lumo_ev=0.825 total_energy_ha=-360.0370 homo_lumo_gap_ev=9.8 spin_multiplicity=1 de_lowest_kcal_mol=100.58 homo_energy_ev=-8.99
C -2.193 -0.864 0.659
C -1.494 0.195 -0.159
C -1.611 1.446 -0.389
C 0.574 -0.529 -0.671
C 3.259 -0.199 -0.050
H -2.927 -0.356 1.309
H -1.332 -1.198 1.285
H -2.283 -1.637 -0.089
H -2.462 1.935 0.127
H -1.021 2.181 -0.989
H 1.178 -1.190 -1.262
H 0.550 1.154 0.503
H 4.288 0.029 0.263
H 2.862 -1.273 -0.224
N -0.675 -0.610 -0.956
N 0.963 0.263 0.367
N 2.324 0.652 0.275

=====

Record 7
17
Properties=species:S:1:pos:R:3 method="wB97M-V/def2-TZVPD" charge=+2 e_lumo_ev=-11.105 total_energy_ha=-359.3859 homo_lumo_gap_ev=9.0 spin_multiplicity=1 de_lowest_kcal_mol=71.12 smiles="C=[N+]1N=CC/C1=[NH+]/C" homo_energy_ev=-20.09
C 1.236 -2.025 0.361
C 0.388 0.072 0.204
C -1.746 -1.111 -0.793
C 1.637 -0.582 0.569
C -0.850 2.267 -0.069
N 0.126 -2.259 -0.231
N -0.501 -1.046 -0.323
N 0.243 1.342 0.190
H 1.679 -2.939 0.647
H -2.280 -2.114 -0.957
H -2.223 -0.265 -1.194
H 2.079 -0.517 1.615
H 2.568 -0.360 0.003
H -1.860 1.807 0.177
H -0.866 2.711 -1.198
H -0.672 3.201 0.561
H 1.041 1.817 0.437

=====

Record 8
18
Properties=species:S:1:pos:R:3 method="wB97M-V/def2-TZVPD" charge=0 e_lumo_ev="-0.058 / -0.369" total_energy_ha=-435.3001 homo_lumo_gap_ev="8.3 / 7.7" spin_multiplicity=1 de_lowest_kcal_mol=98.91 homo_energy_ev="-8.40 / -8.09"
C -0.476 -0.165 1.391
C -0.581 -0.206 -2.379
C 1.490 -0.219 -1.043
C -0.746 0.762 2.522
N 0.038 -0.174 -1.060
C -0.753 0.139 0.002
N 0.568 -1.442 1.759
N 1.557 -0.897 1.817
O -1.922 0.527 -0.125
H -0.156 -1.029 -2.952
H -1.651 -0.354 -2.269
H -0.409 0.727 -2.920
H 1.881 0.334 -0.193
H 1.861 0.254 -1.955
H 1.874 -1.244 -1.000
H -0.093 1.642 2.560
H -1.775 1.106 2.363
H -0.707 0.239 3.482

=====

Record 9
18
Properties=species:S:1:pos:R:3 method="wB97M-V/def2-TZVPD" charge=0 e_lumo_ev=0.326 total_energy_ha=-435.2841 homo_lumo_gap_ev=9.4 spin_multiplicity=1 de_lowest_kcal_mol=108.95 homo_energy_ev=-9.06
C 1.736 -1.243 0.258
C 1.397 0.243 -0.103
C 2.298 1.211 -0.126
C -0.118 0.512 -0.186
C -0.855 -0.671 -0.740
H 2.808 -1.309 0.508
H 1.462 -1.956 -0.545
H 1.267 -1.551 1.136
H 1.969 2.230 -0.205
H 3.384 0.879 -0.058
H -0.385 -1.162 -1.610
H -2.073 0.041 1.233
H -3.490 -0.956 0.834
H -2.391 1.368 -0.257
N -2.024 -1.132 -0.491
N -2.696 -0.357 0.471
N -0.522 1.742 0.067
O -1.766 2.112 -0.189

=====

Record 10
18
Properties=species:S:1:pos:R:3 method="wB97M-V/def2-TZVPD" charge=0 e_lumo_ev=0.736 total_energy_ha=-435.2701 homo_lumo_gap_ev=9.7 spin_multiplicity=1 de_lowest_kcal_mol=117.76 smiles="[H]/N=c1/cn[nH]o1.C=CC" homo_energy_ev=-8.93
C 1.996 -0.046 -0.199
C 3.314 -0.429 0.109
C -1.400 -1.259 0.384
C -0.956 -0.485 -0.897
C -0.487 -1.139 -1.953
N 2.794 1.749 0.675
N 3.993 -1.418 -0.130
N 1.811 1.216 -0.055
O 3.840 0.735 0.844
H 1.275 -0.634 -0.633
H -2.444 -1.345 0.556
H -0.903 -2.204 0.385
H -0.983 -0.816 1.234
H -1.332 0.506 -0.855
H 3.091 2.686 0.496
H -0.253 -0.607 -2.844
H -0.354 -2.284 -1.951
H 4.946 -1.441 0.127

=====

Record 11
18
Properties=species:S:1:pos:R:3 method="wB97M-V/def2-TZVPD" charge=0 e_lumo_ev="0.129 / 0.129" total_energy_ha=-435.3261 homo_lumo_gap_ev="9.1 / 9.1" spin_multiplicity=1 de_lowest_kcal_mol=82.58 homo_energy_ev="-8.97 / -8.97"
C -2.414 1.162 -0.084
C -2.563 -0.335 -0.063
C 1.597 -1.312 0.154
C 1.736 1.185 -0.035
C 0.857 -0.037 -0.264
N -1.301 1.661 0.133
N -1.335 -0.805 0.251
N -0.319 0.047 0.579
O -3.553 -0.993 -0.276
H -3.299 1.749 -0.284
H 1.651 -1.352 1.238
H 1.091 -2.201 -0.214
H 2.607 -1.306 -0.244
H 2.677 1.063 -0.566
H 1.942 1.303 1.024
H 1.235 2.074 -0.392
H 0.583 -0.106 -1.327
H -1.190 -1.797 0.370

=====

Record 12
18
Properties=species:S:1:pos:R:3 method="wB97M-V/def2-TZVPD" charge=0 e_lumo_ev=0.457 total_energy_ha=-435.1470 homo_lumo_gap_ev=9.4 spin_multiplicity=1 de_lowest_kcal_mol=194.99 homo_energy_ev=-8.92
C -0.432 1.753 -0.577
C 0.084 0.332 0.133
C -0.761 -0.390 1.179
C -1.683 -1.361 0.535
C 1.623 0.438 0.462
H 0.036 2.983 -0.254
H -1.602 1.544 -0.417
H -0.493 1.680 -1.829
H 0.141 -0.883 1.761
H -1.138 0.460 1.812
H -2.283 -2.258 0.917
H -0.492 -0.084 -1.931
H 1.885 1.444 1.046
H 1.512 -1.415 -1.180
N -1.230 -1.555 -0.691
N -0.007 -0.678 -0.962
N 2.513 -0.470 0.453
O 2.325 -1.540 -0.457

=====

Record 13
18
Properties=species:S:1:pos:R:3 method="wB97M-V/def2-TZVPD" charge=0 e_lumo_ev="-0.092 / 0.414" total_energy_ha=-435.2217 homo_lumo_gap_ev="5.8 / 8.0" spin_multiplicity=1 de_lowest_kcal_mol=148.13 homo_energy_ev="-5.89 / -7.58"
C -0.380 0.281 2.177
C 1.286 -1.362 1.245
C -1.402 1.159 2.577
C 0.026 0.902 -2.388
C -0.066 -0.609 -1.942
N 0.407 -0.591 2.054
N 0.947 -1.344 -0.052
N -0.229 -0.861 -0.565
O 2.291 -1.866 1.700
H -1.758 1.573 1.724
H -0.970 2.035 3.314
H -2.037 0.762 3.365
H -0.660 1.568 -2.062
H 1.088 1.308 -1.958
H 0.247 0.925 -3.537
H -0.956 -0.817 -2.528
H 0.749 -1.121 -2.426
H 1.416 -1.943 -0.698

=====

Record 14
21
Properties=species:S:1:pos:R:3 method="wB97M-V/def2-TZVPD" charge=0 e_lumo_ev=0.589 total_energy_ha=-984.0091 homo_lumo_gap_ev=10.1 spin_multiplicity=1 de_lowest_kcal_mol=52.50 smiles="[H]/N=C(/N)S(C)(=O)=O.C=CN=C=O" homo_energy_ev=-9.53
C 2.899 -0.435 0.988
C 1.745 1.164 -0.384
C 3.272 -1.453 0.258
C -0.914 -0.359 0.279
C -2.027 2.264 0.080
N 2.390 0.699 0.485
N -0.118 -0.578 1.174
N -0.778 -0.485 -1.031
O 1.081 1.580 -1.273
O -2.931 0.535 1.851
O -3.433 0.077 -0.540
S -2.504 0.577 0.464
H 2.920 -0.134 2.084
H 3.197 -1.333 -0.783
H 3.688 -2.370 0.567
H -2.169 2.921 0.993
H -0.925 2.203 -0.195
H -2.778 2.701 -0.678
H -0.522 -0.183 2.086
H -1.631 -0.366 -1.569
H 0.052 -0.714 -1.554